Entry 1:
DFT (ωB97M-V with the def2-TZVPD basis set) results for a cluster of 6 separate species, C34H83Cl4N5 in total.

Computed properties:
maximum force: 12.275 eV Å⁻¹
HOMO-LUMO gap: 8.07 eV
LUMO: 0.0167 Eh
total energy: -94117.3491 eV

The geometry in XYZ format:
```
126
C34H83Cl4N5 ωB97M-V with the def2-TZVPD basis set
Cl 0.28 -0.24 -1.96
C 0.11 -0.37 -0.16
C 1.33 -1.13 0.35
Cl 1.41 -0.71 2.05
H -0.88 -0.79 0.25
H 0.16 0.63 0.03
H 2.13 -0.84 -0.32
H 1.14 -2.38 0.13
Cl 1.11 -0.84 5.91
C 1.39 -0.92 4.10
C 2.56 -2.04 3.94
Cl 1.77 -3.63 4.10
H 1.86 -0.02 3.83
H 0.50 -1.26 3.71
H 3.40 -1.91 4.71
H 2.72 -2.10 2.87
C 5.20 -0.76 1.82
C 5.67 -0.40 0.34
N 4.90 -1.11 -0.74
C 4.85 -0.43 -1.91
C 6.04 -0.22 -2.42
C 5.12 -2.56 -0.78
C 3.98 -3.31 -1.66
H 5.39 -1.67 2.23
H 4.19 -0.42 1.77
H 5.72 -0.10 2.52
H 6.75 -0.74 0.20
H 5.56 0.75 0.17
H 4.37 0.51 -1.72
H 4.17 -0.73 -2.53
H 6.95 0.00 -1.95
H 6.05 0.63 -3.06
H 6.39 -1.18 -3.13
H 5.04 -2.98 0.21
H 6.12 -2.62 -1.20
H 3.07 -3.01 -1.40
H 4.07 -4.36 -1.47
H 4.07 -3.09 -2.62
C -4.86 1.23 -6.63
C -3.99 1.25 -5.26
N -2.57 0.96 -5.43
C -1.68 1.42 -4.45
C -2.14 1.29 -3.12
C -2.29 -0.37 -5.81
C -0.93 -0.70 -6.46
H -4.45 1.59 -7.45
H -5.65 1.61 -6.32
H -5.01 0.08 -6.75
H -4.41 0.54 -4.65
H -4.14 2.24 -4.89
H -1.66 2.54 -4.39
H -0.51 1.28 -4.55
H -3.01 0.99 -2.75
H -1.58 1.96 -2.65
H -1.54 0.39 -2.67
H -2.90 -0.79 -6.47
H -2.53 -0.89 -4.85
H -0.77 -1.88 -6.57
H -0.13 -0.50 -5.60
H -0.62 -0.04 -7.39
C -1.19 -3.56 2.67
C -2.67 -3.53 2.09
N -2.88 -3.55 0.64
C -2.34 -4.65 0.01
C -2.40 -5.87 0.60
C -4.25 -3.37 0.28
C -4.78 -1.94 0.50
H -0.69 -4.23 2.31
H -1.00 -3.46 3.79
H -0.65 -2.85 2.27
H -3.03 -2.69 2.50
H -3.25 -4.24 2.65
H -1.21 -4.60 0.13
H -2.49 -4.63 -1.13
H -2.54 -6.20 1.62
H -1.55 -6.46 0.13
H -3.11 -6.54 -0.06
H -4.70 -4.06 0.86
H -4.43 -3.72 -0.76
H -4.74 -1.59 1.57
H -5.94 -1.97 0.34
H -4.44 -1.15 -0.04
C -3.00 3.27 4.46
C -2.69 2.47 3.21
N -3.13 0.96 3.30
C -3.54 0.38 2.09
C -2.95 0.80 0.88
C -2.02 0.12 3.79
C -2.59 -1.06 4.54
H -4.04 3.35 4.74
H -2.57 4.28 4.29
H -2.58 3.07 5.51
H -1.69 2.51 2.95
H -3.08 3.13 2.54
H -4.63 0.77 2.15
H -3.86 -0.49 2.33
H -2.41 1.66 0.61
H -3.69 0.76 0.21
H -2.29 0.04 0.43
H -1.31 0.87 4.37
H -1.31 -0.20 2.95
H -2.82 -1.94 3.70
H -3.25 -0.87 5.24
H -1.95 -1.34 5.22
C 3.00 2.51 -1.15
C 2.93 3.03 0.26
N 2.42 4.43 0.27
C 1.04 4.66 -0.07
C 0.19 3.57 0.43
C 2.91 5.29 1.41
C 3.07 6.71 1.05
H 3.98 3.03 -1.68
H 1.99 2.62 -1.57
H 3.35 1.41 -1.07
H 3.94 3.27 0.41
H 2.55 2.32 0.81
H 1.06 4.64 -1.04
H 0.75 5.62 -0.24
H 0.43 2.57 0.84
H -0.71 3.52 -0.28
H -0.11 3.80 1.27
H 3.92 4.93 1.63
H 2.24 5.21 2.21
H 2.40 7.21 0.43
H 4.02 7.00 0.53
H 3.09 7.21 1.98
```

=====

Entry 2:
DFT (ωB97M-V with the def2-TZVPD basis set) results for a cluster of 7 separate species, C34H83N7O10 in total.

Computed properties:
SMILES string: CC(=O)N(C)CCCC[C@H]1COC(=O)O1.COC[C@@H](C)N.COC[C@@H](C)N.COC[C@@H](C)N.COC[C@@H](C)N.COC[C@@H](C)N.COC[C@@H](C)N
maximum force: 2.648 eV Å⁻¹
HOMO-LUMO gap: 9.05 eV
LUMO: 0.0079 Eh
total energy: -67505.4746 eV

The geometry in XYZ format:
```
134
C34H83N7O10 ωB97M-V with the def2-TZVPD basis set
C 0.06 0.96 -4.24
C -1.42 1.19 -4.42
O -1.81 2.21 -4.96
N -2.35 0.20 -3.97
C -1.89 -1.14 -4.37
C -2.51 0.30 -2.50
C -3.60 1.30 -2.11
C -3.10 2.67 -1.66
C -2.54 2.65 -0.22
C -1.06 2.98 -0.02
C -0.11 3.13 -1.24
O 0.30 4.49 -1.18
C 0.24 4.76 0.17
O 1.10 5.32 0.82
O -0.94 4.25 0.61
H 0.54 1.12 -5.19
H 0.32 -0.03 -3.88
H 0.50 1.68 -3.55
H -1.19 -1.08 -5.19
H -1.42 -1.66 -3.54
H -2.75 -1.70 -4.72
H -1.56 0.48 -1.99
H -2.84 -0.68 -2.18
H -4.30 1.41 -2.92
H -4.15 0.88 -1.27
H -3.97 3.31 -1.66
H -2.42 3.09 -2.39
H -3.08 3.38 0.36
H -2.77 1.70 0.23
H -0.62 2.19 0.58
H 0.77 2.51 -1.07
H -0.47 2.86 -2.22
C -6.66 -1.65 -9.04
C -6.33 -2.48 -7.80
C -5.23 -1.88 -6.92
O -3.91 -2.03 -7.42
C -3.53 -1.08 -8.40
N -6.02 -3.86 -8.22
H -5.91 -1.78 -9.82
H -7.62 -1.96 -9.45
H -6.72 -0.59 -8.79
H -7.23 -2.52 -7.18
H -5.23 -2.42 -5.96
H -5.43 -0.83 -6.69
H -3.98 -0.10 -8.21
H -3.80 -1.42 -9.41
H -2.45 -0.98 -8.36
H -5.93 -4.44 -7.39
H -5.10 -3.85 -8.64
C 5.30 7.98 1.03
C 6.50 7.11 0.68
C 6.16 5.86 -0.14
O 5.55 4.82 0.58
C 4.16 4.96 0.80
N 7.22 6.78 1.92
H 4.71 7.56 1.84
H 5.63 8.97 1.35
H 4.64 8.11 0.16
H 7.17 7.72 0.06
H 7.09 5.45 -0.53
H 5.54 6.13 -1.01
H 3.67 5.45 -0.04
H 3.95 5.52 1.72
H 3.74 3.96 0.92
H 8.09 6.31 1.69
H 6.68 6.08 2.41
C -3.09 -2.53 0.88
C -2.47 -3.43 -0.19
C -2.01 -4.79 0.34
O -0.81 -4.76 1.09
C -0.94 -4.38 2.45
N -1.38 -2.69 -0.85
H -2.34 -2.07 1.52
H -3.65 -1.72 0.40
H -3.79 -3.09 1.51
H -3.24 -3.63 -0.94
H -1.79 -5.43 -0.52
H -2.80 -5.28 0.91
H -1.89 -4.74 2.87
H -0.88 -3.30 2.56
H -0.12 -4.82 3.00
H -1.04 -3.24 -1.63
H -0.59 -2.67 -0.20
C 3.41 -2.77 6.77
C 3.03 -2.50 5.32
C 1.57 -2.85 4.98
O 1.31 -4.23 4.84
C 1.13 -4.94 6.06
N 3.98 -3.18 4.44
H 3.59 -3.83 6.96
H 4.33 -2.24 7.02
H 2.63 -2.43 7.46
H 3.13 -1.42 5.15
H 1.33 -2.42 4.01
H 0.88 -2.41 5.71
H 0.62 -4.33 6.81
H 2.08 -5.30 6.46
H 0.50 -5.81 5.86
H 3.81 -2.91 3.48
H 3.76 -4.17 4.46
C 2.33 -8.03 8.05
C 1.65 -7.22 9.15
C 1.54 -7.97 10.49
O 0.53 -8.96 10.53
C 0.88 -10.21 9.96
N 0.35 -6.75 8.67
H 1.66 -8.77 7.62
H 2.64 -7.37 7.24
H 3.22 -8.54 8.43
H 2.27 -6.34 9.34
H 1.26 -7.24 11.26
H 2.50 -8.39 10.78
H 1.94 -10.44 10.14
H 0.67 -10.24 8.89
H 0.27 -10.97 10.45
H -0.05 -6.12 9.36
H -0.28 -7.54 8.67
C 1.91 7.35 -5.44
C 1.01 6.65 -4.41
C -0.36 7.32 -4.23
O -0.34 8.51 -3.46
C 0.03 9.68 -4.17
N 1.74 6.52 -3.15
H 2.37 8.25 -5.03
H 2.72 6.69 -5.73
H 1.35 7.62 -6.33
H 0.81 5.65 -4.79
H -0.99 6.63 -3.67
H -0.85 7.50 -5.19
H -0.32 9.66 -5.20
H 1.12 9.82 -4.16
H -0.42 10.53 -3.66
H 1.19 5.95 -2.52
H 1.77 7.43 -2.71
```

=====

Entry 3:
DFT (ωB97M-V with the def2-TZVPD basis set) results for a cluster of 6 separate species, C34H83O23P5 in total.

Computed properties:
2S+1: 2
total charge: +1
maximum force: 7.315 eV Å⁻¹
HOMO-LUMO gap (spin up / spin down): 8.62 / 1.18 eV
LUMO (spin up / spin down): -0.0961 / -0.3696 Eh
total energy: -130138.2982 eV

The geometry in XYZ format:
```
145
C34H83O23P5 ωB97M-V with the def2-TZVPD basis set
C -1.60 2.06 5.25
C -1.59 1.21 6.52
O -2.81 1.59 7.31
P -3.31 0.56 8.41
O -2.27 -0.29 9.08
O -4.63 -0.19 7.73
C -4.61 -1.58 7.54
C -4.57 -2.26 8.84
O -4.03 1.53 9.46
C -4.53 0.93 10.65
C -5.00 1.97 11.67
H -2.21 1.40 4.63
H -2.11 3.02 5.33
H -0.59 2.01 4.83
H -1.51 0.21 6.10
H -0.70 1.49 7.08
H -5.48 -1.90 6.96
H -3.91 -2.01 6.81
H -3.68 -2.30 9.47
H -5.24 -1.88 9.61
H -4.89 -3.29 8.70
H -5.27 0.25 10.21
H -4.00 0.30 11.36
H -4.24 2.72 11.87
H -5.77 2.59 11.21
H -5.25 1.60 12.66
C 6.30 2.34 2.13
C 5.15 1.32 2.25
O 5.62 0.24 1.45
P 5.17 -1.31 1.76
O 3.89 -1.48 2.51
O 5.14 -2.05 0.32
C 3.93 -1.81 -0.43
C 4.06 -1.90 -1.92
O 6.56 -1.91 2.38
C 6.76 -3.29 2.45
C 6.21 -3.91 3.74
H 6.22 3.17 2.83
H 7.27 1.91 2.38
H 6.44 2.86 1.18
H 4.83 0.95 3.22
H 4.29 1.84 1.81
H 3.13 -2.48 -0.11
H 3.56 -0.81 -0.20
H 4.67 -2.76 -2.18
H 3.14 -1.78 -2.49
H 4.75 -1.09 -2.16
H 6.32 -3.73 1.55
H 7.82 -3.52 2.33
H 5.94 -3.11 4.44
H 5.44 -4.67 3.73
H 6.98 -4.55 4.18
C 0.76 5.61 -1.50
C 2.06 4.91 -1.86
O 3.21 5.67 -1.75
P 4.07 5.51 -0.41
O 5.36 6.26 -0.23
O 2.91 5.81 0.67
C 3.13 6.50 1.88
C 2.20 7.77 1.77
O 4.22 3.85 -0.51
C 5.36 3.16 -1.21
C 4.96 2.95 -2.61
H 0.78 6.06 -0.51
H 0.65 6.54 -2.07
H -0.14 4.99 -1.52
H 2.16 4.04 -1.21
H 2.07 4.65 -2.92
H 2.99 5.82 2.73
H 4.19 6.75 1.83
H 2.36 8.29 2.71
H 2.69 8.31 0.95
H 1.16 7.68 1.46
H 6.30 3.70 -1.32
H 5.43 2.23 -0.65
H 4.12 2.28 -2.77
H 4.90 3.94 -3.06
H 5.86 2.53 -3.07
C -2.27 -6.01 -6.47
C -3.00 -5.07 -5.58
O -3.93 -5.73 -4.75
P -3.51 -6.81 -3.61
O -2.78 -7.92 -4.28
O -2.70 -5.82 -2.68
C -3.43 -4.88 -1.81
C -3.84 -5.49 -0.46
O -4.85 -7.15 -2.70
C -6.22 -7.19 -3.29
C -6.33 -8.15 -4.47
H -3.03 -6.57 -7.01
H -1.71 -5.35 -7.13
H -1.54 -6.69 -6.02
H -2.28 -4.56 -4.93
H -3.62 -4.31 -6.03
H -2.52 -4.30 -1.65
H -4.15 -4.23 -2.29
H -4.86 -5.87 -0.47
H -3.08 -6.21 -0.15
H -4.11 -4.84 0.36
H -6.71 -7.72 -2.47
H -6.60 -6.19 -3.47
H -6.50 -7.48 -5.31
H -5.38 -8.62 -4.69
H -7.08 -8.93 -4.33
C -2.59 3.82 -7.08
C -2.16 2.36 -7.21
O -1.18 2.26 -6.20
P -0.68 0.73 -5.82
O -0.07 0.00 -6.91
O -2.01 0.06 -5.19
C -2.97 0.69 -4.34
C -4.27 -0.21 -4.21
O 0.25 0.93 -4.49
C 1.49 1.53 -4.66
C 2.59 0.52 -5.08
H -3.59 3.89 -7.52
H -2.62 4.15 -6.04
H -1.87 4.35 -7.70
H -3.10 1.88 -6.95
H -1.89 2.10 -8.23
H -2.62 0.90 -3.33
H -3.21 1.68 -4.72
H -4.04 -1.19 -3.78
H -4.94 0.36 -3.57
H -4.79 -0.40 -5.16
H 1.40 2.34 -5.39
H 1.76 1.93 -3.68
H 3.54 1.03 -5.24
H 2.71 -0.29 -4.36
H 2.39 -0.09 -5.96
C 1.44 1.70 1.94
C 1.16 2.39 0.55
O 0.21 1.60 -0.12
C 0.54 0.73 -0.97
O 1.68 0.48 -1.45
O -0.59 0.22 -1.19
C -0.68 -0.96 -2.13
H 2.14 2.23 2.58
H 1.72 0.67 1.70
H 0.54 1.58 2.53
H 2.11 2.45 0.01
H 0.81 3.41 0.65
H -1.27 -0.65 -2.99
H -1.14 -1.72 -1.50
H 0.27 -1.43 -2.41
```

=====

In the order shown, the computed energy relative to the best compared isomer or geometry (same formula, charge and spin) values come out to 718.60 34.01 106.15 kJ/mol.